Here is an isolated molecule of C6H12N2 in a non-equilibrium geometry from the Open Molecules 2025 dataset. Energies are from ωB97M-V with the def2-TZVPD basis set.

```
20
Properties=species:S:1:pos:R:3:forces:R:3
C 1.001663 -0.786468 0.766346 0.4 1.2 -0.2
C -1.962368 -0.282464 -0.900411 0.0 0.1 0.1
C -0.707632 0.784370 1.588066 -0.1 -0.2 -0.2
C -0.461882 -0.411063 -0.942692 -0.3 -0.5 0.0
C 0.274156 0.411948 0.490921 -0.1 -0.5 -0.6
N 2.195307 -1.029258 0.147607 0.4 -0.7 -0.1
C 0.666448 1.466498 -0.394043 0.2 0.0 0.4
N 0.100177 -1.011122 -1.896782 0.1 0.4 0.3
H 0.563935 -1.562045 1.381904 0.2 0.1 0.0
H 2.788190 -1.747333 0.534761 -0.3 -0.2 -0.1
H 2.743843 -0.338656 -0.353986 -0.6 0.4 0.5
H 1.113597 -1.098079 -1.810801 0.0 -0.1 0.1
H -2.360063 -0.732838 -1.807098 0.1 0.0 0.0
H -2.385091 -0.799344 -0.037694 0.0 0.0 0.0
H -2.270359 0.760870 -0.863187 0.0 0.0 0.0
H -0.148272 1.252520 2.399644 0.0 0.1 -0.1
H -1.217842 -0.083714 2.008442 0.0 -0.1 -0.1
H -1.466593 1.474831 1.224791 0.1 0.1 0.0
H 1.418021 1.338269 -1.155353 0.0 0.0 0.0
H 0.114765 2.393077 -0.380436 0.0 0.0 0.0
```
Forces are in eV/Å.

Calculated values
Relative energy (zero: lowest compared OMol25 entry of this formula, charge and spin) (kJ/mol): 403.11
Energy (hartree): -345.17432
HOMO level (spin up / spin down) (eV): -6.19 / -5.88
LUMO (spin up / spin down) (eV): 0.7633 / 0.6864